An isolated molecule of C2H3N2PS2 in a non-equilibrium geometry, computed with ωB97M-V/def2-TZVPD.

Computed properties:
LUMO level (spin up / spin down): -1.812 / -1.826 eV
energy relative to the best compared isomer or geometry (same formula, charge and spin): 191.0 kJ/mol
HOMO energy (spin up / spin down): -8.4 / -8.4 eV

Element x y z (Å)
C -0.025 0.082 -0.845
C -0.639 -0.102 1.615
N -0.729 -0.307 0.269
N 1.341 0.250 -1.003
P 2.805 -0.418 -0.536
S -0.929 0.420 -2.199
S -1.882 -0.408 2.612
H -1.677 -0.567 -0.009
H 1.416 0.788 -1.872
H 0.319 0.262 1.969

Mulliken population analysis, charges in e, atoms 1 to 2: atom 1 (C): 0.425, atom 2 (C): -0.077